P) C5H9NO2 | the ωB97M-V functional and the def2-TZVPD basis

Values from the calculation:
Highest occupied orbital energy   -9.43 eV
SMILES   COC(=O)C1(N)CC1

Last column: Mulliken charge in e.
Atoms and positions in Å:
O 1.314 0.518 -0.459  -0.2836
C 2.708 0.356 -0.227  -0.6742
H -1.443 0.447 2.026  0.1862
H -2.855 -0.091 1.008  0.2954
H -2.254 1.360 -0.886  0.3109
H -1.458 -2.015 -0.815  0.2813
C -1.525 1.262 -0.155  -0.7601
C 0.537 -0.268 0.246  0.2053
H -1.000 -0.937 -1.924  0.2930
C -1.888 0.319 0.909  -0.7026
O 0.929 -1.063 1.033  -0.5460
C -0.949 -0.099 -0.146  0.9723
H 3.247 0.940 -0.933  0.2911
H -1.067 2.285 0.113  0.2044
H 3.096 0.727 0.936  0.2375
H 2.996 -0.628 -0.617  0.3038
N -1.499 -1.021 -1.037  -0.6148

***

Q) C5H9NO2 | the ωB97M-V functional and the def2-TZVPD basis

Values from the calculation:
Highest occupied orbital energy (spin up / spin down)   -9.22 / -9.28 eV

Last column: Mulliken charge in e.
Atoms and positions in Å:
H -1.010 1.444 1.918  0.3177
O 1.722 0.645 1.198  -0.5592
H -1.767 -0.561 0.470  0.3147
C -1.339 1.548 0.885  -1.4029
H -0.627 1.183 -1.865  0.2429
C -1.130 0.251 0.141  0.1196
N 1.437 0.543 0.012  0.9232
H -1.154 -0.542 -1.970  0.2337
H 1.936 -2.351 -0.771  0.3331
H -0.760 2.347 0.431  0.3256
H 1.729 -2.099 1.050  0.3216
C 1.310 -2.362 0.098  -0.7672
C 0.227 -0.076 -0.308  0.3018
C -0.753 0.241 -1.345  -0.7908
O 2.163 0.900 -0.901  -0.6046
H 0.406 -2.939 0.073  0.3022
H -2.389 1.830 0.882  0.3886

***

R) C5H9NO2 | the ωB97M-V functional and the def2-TZVPD basis

Values from the calculation:
Highest occupied orbital energy   -8.60 eV

Last column: Mulliken charge in e.
Atoms and positions in Å:
C 0.734 0.937 0.948  0.1070
H 0.753 0.683 1.989  0.3825
C -1.705 0.496 0.498  0.2527
O -1.993 1.187 1.566  -0.4902
O -1.338 -0.967 -2.514  -0.7749
C -1.153 1.031 -0.818  -0.5380
N 1.824 1.219 0.259  -0.1831
H 1.479 -2.466 2.244  0.0151
H -1.154 -1.612 -3.205  0.2144
H -1.035 2.056 -0.709  0.3236
C -0.237 0.221 0.074  -0.2379
H 2.887 0.147 -0.965  0.1892
H 2.195 -2.122 2.230  -0.0183
C 2.428 0.043 0.047  -0.4339
H -0.170 -0.784 -0.347  0.5815
H -1.221 0.446 -1.723  0.2595
H -2.293 -0.514 0.426  0.3509

***

Relative energies with respect to the most stable structure, expressed in eV: P) 0.000; Q) 4.988; R) 12.623.

***

P) C5H9NO2 | the ωB97M-V functional and the def2-TZVPD basis

Values from the calculation:
Highest occupied orbital energy   -9.21 eV

Last column: Mulliken charge in e.
Atoms and positions in Å:
H 3.012 0.056 -1.537  0.3042
C 0.554 0.910 -0.991  0.6474
N 1.293 0.144 -0.282  -0.4425
H -2.375 -1.234 2.193  0.2899
H -1.428 1.713 -0.269  0.3026
H 3.124 1.219 -0.208  0.2722
C -2.599 -0.569 1.371  -0.7893
H 3.229 -0.525 0.120  0.3391
H -3.605 -0.170 1.268  0.2643
H -1.662 0.383 -1.496  0.2829
O 0.607 1.735 -1.857  -0.5934
H -0.331 -2.192 0.559  0.3328
C -1.694 -0.167 0.524  0.7558
C -1.300 0.662 -0.510  -0.7770
H 0.614 -0.816 0.545  0.5137
C 2.744 0.234 -0.493  -0.9710
O -0.182 -1.383 1.063  -0.7314

***

Q) C5H9NO2 | the ωB97M-V functional and the def2-TZVPD basis

Values from the calculation:
Highest occupied orbital energy   -8.51 eV
SMILES   C[C@@]12C[C@]1(O)[C@H](N)O2

Last column: Mulliken charge in e.
Atoms and positions in Å:
H 2.262 1.225 -0.861  0.3020
C 1.483 0.688 -1.409  -1.3341
H -1.456 -1.929 1.093  0.2451
O -0.335 -0.973 -1.100  -0.5757
H -2.028 0.419 -0.626  0.3361
C -1.386 -0.254 -0.054  -0.0196
H -2.780 -1.723 0.153  0.2465
N -2.071 -1.229 0.688  -0.5504
H 0.833 1.427 -1.885  0.2781
H 1.848 0.177 1.346  0.2893
H 0.924 -1.392 1.361  0.2127
H 1.962 0.098 -2.196  0.3935
O -0.239 1.773 0.798  -0.5132
C 0.698 -0.224 -0.523  1.0132
C -0.208 0.366 0.578  0.4170
C 1.029 -0.401 0.934  -1.0871
H -0.537 1.953 1.703  0.3464

***

R) C5H9NO2 | the ωB97M-V functional and the def2-TZVPD basis

Values from the calculation:
Highest occupied orbital energy   -9.57 eV

Last column: Mulliken charge in e.
Atoms and positions in Å:
H -3.572 -0.167 0.542  0.2238
H 0.941 -1.837 0.599  0.1406
C 2.413 -0.018 0.177  -0.5808
O -1.533 -0.333 -0.660  -0.3641
H -1.651 0.147 1.416  0.3077
C 0.382 1.182 -0.324  0.5427
H 3.379 -0.182 -0.176  0.3235
C -2.244 -0.482 0.617  -0.5834
H -2.047 -1.650 0.788  0.2329
C -1.056 0.967 -0.845  -0.4498
N 1.306 0.204 -0.628  -0.1032
H 1.772 -1.960 -1.004  0.2265
O 0.617 2.081 0.448  -0.5662
C 1.525 -1.216 -0.230  -0.2374
H -1.088 1.420 -1.870  0.3316
H -1.637 1.752 -0.149  0.3128
H 2.493 0.095 1.298  0.2429

***

Relative energies with respect to the most stable structure, expressed in eV: P) 1.193; Q) 0.000; R) 1.679.

***

P) C10H10N2O2 | the ωB97M-V functional and the def2-TZVPD basis

Values from the calculation:
Highest occupied orbital energy   -6.19 eV
SMILES   NC1=C2CC=CC=C2C=CN1.O=C=O

Last column: Mulliken charge in e.
Atoms and positions in Å:
H -2.822 -1.574 -0.588  0.5352
C 0.054 2.374 -1.548  -0.8353
C 0.781 1.524 -0.556  -0.3597
H 2.371 -0.083 1.214  0.1559
O 1.191 -1.384 3.245  -0.4368
H 0.516 3.260 -1.970  0.3493
H 0.689 -2.701 0.895  0.1520
C -1.939 0.897 -1.573  -0.8688
C -1.209 2.132 -1.889  -0.2874
C 0.727 -0.824 0.184  0.3393
C 0.002 0.216 -0.293  0.2733
O 1.375 0.924 3.197  -0.3382
H 2.508 -1.578 0.851  0.3177
C 1.299 -0.210 3.193  0.7659
C -1.290 -0.095 -0.838  0.7163
H 1.733 1.193 -0.918  0.4032
C -1.155 -2.293 0.253  -0.4703
H -1.670 2.801 -2.660  0.2766
N 2.126 -0.722 0.511  -0.5329
H -1.470 -3.280 0.543  0.3803
C -1.856 -1.392 -0.484  -1.1592
N 0.158 -1.989 0.540  -0.0343
H 0.802 2.099 0.441  0.1661
H -2.921 0.707 -1.748  0.4918

***

Q) C10H10N2O2 | the ωB97M-V functional and the def2-TZVPD basis

Values from the calculation:
Highest occupied orbital energy   -9.56 eV
SMILES   O=c1cc[nH]c(=O)[nH]1.c1ccccc1

Last column: Mulliken charge in e.
Atoms and positions in Å:
C -2.225 0.027 1.376  -0.0822
H -3.832 1.272 0.477  0.2395
H 3.486 0.845 -0.326  0.2320
C 4.159 -0.294 -2.186  -0.3053
H 4.385 -1.803 -3.787  0.2905
C -3.518 0.559 1.407  -0.4612
N -1.793 -0.617 2.625  -0.1973
C -4.229 0.699 2.605  0.5560
H 1.407 1.187 -1.047  0.1297
C -2.289 -0.441 3.829  0.4715
C 1.623 0.322 -3.164  -0.4495
H -1.567 0.103 0.452  0.3735
H 0.743 0.740 -3.725  0.3114
C 3.690 -0.970 -3.451  -0.3661
C 3.334 0.419 -1.414  -0.3262
O -1.587 -0.508 4.875  -0.6618
H -3.961 0.200 4.730  0.2472
O -5.348 1.104 2.972  -0.5994
C 2.456 -0.619 -3.964  -0.1551
C 2.042 0.643 -1.932  0.0583
H 5.212 -0.515 -1.954  0.3068
N -3.500 0.079 3.784  -0.1814
H 2.162 -1.235 -4.885  0.2742
H -0.852 -1.196 2.704  0.2948

***

R) C10H10N2O2 | the ωB97M-V functional and the def2-TZVPD basis

Values from the calculation:
Highest occupied orbital energy   -8.07 eV

Last column: Mulliken charge in e.
Atoms and positions in Å:
H -2.410 0.626 -1.631  0.2971
C 2.146 -2.074 0.074  0.0249
H 2.349 -2.375 -3.229  0.3250
H -2.686 0.456 1.103  0.4288
C 2.272 -2.168 -2.112  -0.0213
C 0.535 1.520 1.871  -0.6059
H -2.058 3.043 1.310  0.3326
C -1.934 -0.318 -1.998  -0.7145
C -0.825 -0.288 0.087  0.5038
C -1.574 0.546 0.927  -0.6228
H -3.105 -0.676 -2.507  0.2036
C 0.606 0.000 0.072  0.0733
O 1.390 -1.296 -1.917  -0.2544
H -0.968 3.073 2.863  0.2769
H 1.406 2.503 2.315  0.0705
O -1.463 -1.230 -1.020  -0.4289
H -1.085 -0.393 -2.633  0.3211
H 2.401 0.453 1.209  0.5430
C 1.281 -1.117 -0.513  0.4392
N 2.701 -2.778 -0.861  -0.7019
H 2.044 -2.044 1.442  0.2376
C 1.369 0.691 1.014  -0.7405
N -1.561 2.416 2.406  -0.6992
C -0.829 1.432 1.727  0.7123

***

Relative energies with respect to the most stable structure, expressed in eV: P) 0.000; Q) 1.327; R) 7.826.

***

P) C3H4N2O | the ωB97M-V functional and the def2-TZVPD basis

Values from the calculation:
Highest occupied orbital energy   -9.52 eV
SMILES   C#[N+][O-].C#CN

Last column: Mulliken charge in e.
Atoms and positions in Å:
C -0.498 1.170 -0.472  0.1941
C -0.218 1.069 -1.639  -0.5500
H 0.018 0.996 -2.677  0.4126
O 1.723 -3.016 -0.687  -0.6044
H -1.744 1.025 1.075  0.2534
H -0.496 2.101 1.289  0.2515
H 0.171 -0.736 1.329  0.3855
C 0.642 -1.568 0.839  -0.2302
N -0.771 1.220 0.868  -0.5740
N 1.172 -2.261 0.074  0.4614

***

Q) C3H4N2O | the ωB97M-V functional and the def2-TZVPD basis

Values from the calculation:
Highest occupied orbital energy   -9.57 eV
SMILES   Cc1cnno1

Last column: Mulliken charge in e.
Atoms and positions in Å:
C -0.028 0.278 0.001  0.6024
C -0.938 -0.562 -0.631  -0.1745
C 1.144 -0.237 0.726  -0.9018
H -0.920 -1.726 -0.461  0.2787
H 1.655 -1.261 0.435  0.2919
H 0.900 -0.358 1.959  0.2213
O -0.339 1.435 -0.107  -0.1563
N -1.509 1.496 -1.015  -0.1935
N -1.841 0.262 -1.311  -0.2363
H 1.876 0.673 0.405  0.2682

***

R) C3H4N2O | the ωB97M-V functional and the def2-TZVPD basis

Values from the calculation:
Highest occupied orbital energy   -8.72 eV
SMILES   Oc1ccn[nH]1

Last column: Mulliken charge in e.
Atoms and positions in Å:
H -2.029 1.171 0.577  0.3209
C 1.451 0.055 -0.124  -0.4030
N -0.257 -1.081 -0.639  0.2200
H 0.367 1.424 1.326  0.3371
N 1.081 -0.989 -0.844  -0.7291
H 2.432 0.490 -0.255  0.4022
O -1.993 0.316 0.127  -0.5058
C -0.704 -0.077 0.154  0.4725
H -0.736 -1.917 -0.940  0.2534
C 0.388 0.608 0.619  -0.3683

***

S) C3H4N2O | the ωB97M-V functional and the def2-TZVPD basis

Values from the calculation:
Highest occupied orbital energy   -9.36 eV
SMILES   Nc1cnco1

Last column: Mulliken charge in e.
Atoms and positions in Å:
C -0.279 -0.127 -0.075  0.4054
N 1.684 0.714 0.515  -0.5813
H -1.463 -1.811 -0.292  0.2124
O 0.106 0.674 -1.109  -0.3704
N -1.402 -0.914 0.151  -0.4476
C 0.610 -0.138 0.904  -0.2196
H -0.106 -0.886 1.484  0.3515
H 1.808 1.822 -1.338  0.3810
C 1.304 1.139 -0.655  0.0584
H -2.262 -0.473 0.414  0.2101

***

Relative energies with respect to the most stable structure, expressed in eV: P) 4.040; Q) 2.629; R) 0.000; S) 1.553.